{"formula": "C30H75B2Cd2F8KN5O8S2", "method": "the ωB97M-V functional and the def2-TZVPD basis", "homo_energy_ev": -5.797, "total_energy_ev": -126393.6374, "e_lumo_ev": 1.378, "total_charge": -1, "symbols": ["K", "Cd", "Cd", "S", "O", "O", "O", "O", "S", "O", "O", "O", "O", "B", "F", "F", "F", "F", "B", "F", "F", "F", "F", "C", "C", "N", "C", "C", "C", "C", "H", "H", "H", "H", "H", "H", "H", "H", "H", "H", "H", "H", "H", "H", "H", "C", "C", "N", "C", "C", "C", "C", "H", "H", "H", "H", "H", "H", "H", "H", "H", "H", "H", "H", "H", "H", "H", "C", "C", "N", "C", "C", "C", "C", "H", "H", "H", "H", "H", "H", "H", "H", "H", "H", "H", "H", "H", "H", "H", "C", "C", "N", "C", "C", "C", "C", "H", "H", "H", "H", "H", "H", "H", "H", "H", "H", "H", "H", "H", "H", "H", "C", "C", "N", "C", "C", "C", "C", "H", "H", "H", "H", "H", "H", "H", "H", "H", "H", "H", "H", "H", "H", "H"], "xyz": [[8.955, -27.582, -2.669], [3.294, -23.868, -1.749], [4.170, -28.214, -2.282], [1.698, -25.878, -2.644], [1.916, -25.364, -1.233], [2.583, -27.067, -2.835], [0.326, -26.163, -2.973], [2.269, -24.761, -3.454], [5.740, -26.091, -1.643], [5.604, -26.821, -2.946], [7.115, -26.126, -1.153], [5.206, -24.722, -1.780], [4.849, -26.964, -0.796], [2.476, -21.514, -3.107], [1.783, -21.536, -4.290], [1.701, -22.204, -2.112], [3.669, -22.328, -3.211], [2.878, -20.239, -2.742], [6.046, -29.921, -3.566], [4.784, -29.479, -4.017], [6.114, -31.278, -3.262], [7.005, -29.500, -4.487], [6.357, -29.263, -2.321], [8.760, -31.434, -1.727], [8.780, -30.519, -0.509], [9.830, -29.513, -0.617], [9.711, -28.551, 0.492], [9.558, -29.183, 1.886], [11.177, -30.093, -0.723], [12.239, -29.068, -1.054], [9.522, -32.222, -1.735], [8.813, -30.874, -2.661], [7.853, -32.038, -1.754], [7.810, -30.017, -0.518], [8.799, -31.166, 0.379], [10.539, -27.842, 0.489], [8.852, -27.878, 0.353], [9.756, -28.428, 2.645], [8.572, -29.616, 2.039], [10.276, -30.004, 1.962], [11.140, -30.866, -1.485], [11.430, -30.556, 0.245], [13.196, -29.596, -1.096], [12.362, -28.276, -0.319], [12.094, -28.609, -2.036], [1.654, -23.062, 1.048], [2.734, -22.027, 0.763], [3.919, -22.646, 0.141], [4.536, -23.672, 1.029], [4.557, -23.349, 2.530], [4.870, -21.558, -0.164], [6.200, -21.954, -0.833], [0.951, -23.168, 0.220], [1.004, -22.723, 1.865], [1.955, -24.073, 1.318], [2.288, -21.363, 0.026], [3.003, -21.486, 1.673], [4.006, -24.610, 0.834], [5.544, -23.924, 0.711], [4.728, -22.278, 2.658], [3.634, -23.639, 3.030], [5.402, -23.858, 2.995], [5.108, -21.005, 0.758], [4.407, -20.883, -0.885], [6.693, -22.785, -0.334], [6.834, -21.071, -0.732], [6.011, -22.188, -1.878], [11.117, -24.947, -1.224], [10.371, -24.170, -2.304], [10.283, -24.898, -3.568], [9.283, -24.317, -4.465], [7.851, -24.565, -4.022], [11.619, -24.875, -4.171], [11.829, -25.878, -5.284], [12.195, -24.970, -1.369], [10.702, -25.953, -1.261], [10.900, -24.556, -0.230], [9.383, -23.999, -1.867], [10.752, -23.152, -2.490], [9.419, -24.859, -5.406], [9.497, -23.275, -4.757], [7.571, -24.069, -3.099], [7.621, -25.628, -4.086], [7.264, -24.134, -4.841], [11.873, -23.845, -4.475], [12.364, -25.117, -3.412], [11.777, -26.923, -4.968], [11.068, -25.806, -6.066], [12.784, -25.739, -5.793], [7.212, -26.381, 3.085], [8.010, -25.506, 2.131], [8.133, -24.141, 2.626], [8.810, -23.291, 1.666], [8.549, -21.808, 1.826], [8.617, -23.963, 3.984], [10.098, -24.264, 4.258], [6.955, -27.338, 2.624], [6.311, -25.908, 3.468], [7.876, -26.662, 3.909], [8.995, -25.981, 1.942], [7.565, -25.382, 1.142], [9.901, -23.495, 1.719], [8.612, -23.627, 0.644], [9.240, -21.353, 2.541], [8.691, -21.288, 0.878], [7.543, -21.579, 2.181], [7.980, -24.574, 4.622], [8.465, -22.919, 4.267], [10.231, -24.202, 5.340], [10.739, -23.529, 3.769], [10.466, -25.242, 3.937], [1.642, -30.214, -3.135], [2.584, -30.840, -2.129], [3.144, -29.906, -1.137], [2.104, -29.149, -0.390], [1.013, -29.993, 0.256], [3.987, -30.700, -0.235], [4.853, -29.916, 0.753], [2.120, -29.582, -3.889], [0.938, -29.508, -2.689], [1.086, -30.952, -3.714], [2.066, -31.674, -1.635], [3.395, -31.296, -2.702], [2.639, -28.550, 0.347], [1.610, -28.449, -1.060], [1.345, -30.949, 0.663], [0.510, -29.418, 1.037], [0.187, -30.231, -0.420], [4.593, -31.364, -0.857], [3.399, -31.450, 0.319], [5.066, -28.918, 0.356], [5.804, -30.437, 0.834], [4.320, -29.679, 1.673]], "atomic_forces_ev_per_a": [[-0.749, 0.017, 0.048], [0.083, 0.692, 0.870], [-1.349, -2.098, -0.201], [0.640, 1.189, -0.573], [-1.310, -1.674, 0.698], [-1.846, 0.322, -0.512], [-0.087, -0.440, 0.390], [-0.493, -0.824, -0.911], [-0.933, -1.700, -0.877], [1.996, 1.989, -0.965], [0.475, 0.502, 0.093], [1.916, -0.640, 0.442], [0.987, 2.242, 2.641], [-0.310, -0.362, -0.709], [0.083, 0.259, -0.049], [-0.052, 0.962, 0.221], [0.529, 0.960, -0.659], [-0.229, -0.014, 0.391], [1.300, 0.075, 0.301], [0.018, -0.824, -0.274], [-0.522, 0.032, -0.666], [0.205, -0.295, -0.057], [0.020, -0.230, 0.111], [-0.045, -0.849, -0.104], [-0.507, -0.659, -1.076], [0.046, 0.530, 0.269], [-0.564, 0.436, 0.418], [0.473, -0.073, -0.505], [-0.612, 0.425, 0.765], [0.591, -0.260, -0.359], [0.350, 0.411, 0.097], [-0.046, -0.018, -0.008], [-0.274, 0.423, 0.019], [0.116, 0.243, 0.211], [0.360, 0.270, 0.181], [0.290, -0.301, -0.040], [-0.175, -0.363, -0.367], [-0.021, -0.115, 0.136], [-0.096, 0.165, 0.016], [0.068, 0.102, 0.381], [0.125, -0.021, 0.021], [0.183, -0.259, -0.180], [0.023, 0.111, -0.054], [-0.158, -0.007, 0.081], [-0.136, 0.012, 0.030], [-1.279, -0.018, 0.441], [-0.558, -0.946, -0.391], [0.822, 0.365, 0.333], [-0.334, -0.704, 0.245], [0.241, 0.136, -0.459], [0.672, -0.039, -0.327], [-0.627, 0.146, 0.416], [0.361, -0.079, -0.266], [0.247, 0.107, 0.077], [0.391, 0.117, -0.071], [0.334, 0.381, 0.116], [0.105, 0.138, -0.063], [-0.091, 0.024, 0.279], [0.007, 0.426, -0.244], [-0.020, -0.011, 0.240], [-0.053, 0.129, 0.033], [-0.068, -0.032, 0.002], [-0.189, 0.038, -0.002], [-0.360, 0.129, 0.341], [0.058, -0.035, -0.146], [0.127, -0.055, -0.296], [0.244, -0.100, -0.041], [-0.074, 0.165, -0.256], [-0.587, 0.451, 0.544], [0.420, 0.034, 0.429], [0.287, -0.802, -0.522], [0.276, 0.598, -1.353], [0.349, -0.168, 0.159], [-0.438, -0.203, -0.884], [0.014, -0.151, 0.082], [0.278, -0.241, 0.193], [0.057, 0.132, -0.032], [-0.226, -0.188, -0.475], [0.342, -0.105, 0.161], [-0.175, 0.057, -0.035], [-0.026, 0.142, 0.577], [-0.130, -0.321, 0.150], [-0.145, 0.080, 0.568], [-0.346, 0.078, 0.324], [-0.101, -0.084, -0.302], [-0.176, 0.031, 0.165], [0.102, 0.120, 0.379], [0.056, 0.178, 0.014], [0.075, 0.076, 0.176], [0.662, -0.588, -0.149], [-0.028, 0.409, -0.026], [-0.218, 0.342, -0.236], [0.889, -0.537, -0.185], [0.209, 0.462, 0.205], [0.114, -0.212, -0.261], [0.001, -0.006, 0.051], [-0.178, 0.162, -0.216], [-0.002, 0.067, -0.065], [-0.272, 0.127, 0.241], [0.027, 0.027, 0.124], [-0.274, -0.473, 0.070], [0.007, 0.330, 0.082], [-0.670, 0.030, 0.143], [-0.024, -0.035, 0.007], [0.020, -0.030, -0.002], [-0.102, -0.257, -0.123], [0.073, 0.082, 0.165], [-0.202, -0.032, 0.010], [0.254, 0.065, -0.039], [0.029, 0.077, 0.165], [-0.339, -0.110, -0.037], [-0.370, 1.021, -0.459], [-0.463, -0.412, -0.664], [-0.286, -0.448, 0.035], [-0.244, -0.192, 0.043], [-0.643, -0.149, 0.095], [0.299, -0.758, 0.351], [-0.416, 0.801, -0.990], [0.426, -0.156, 0.164], [-0.212, -0.325, 0.126], [0.006, -0.215, 0.280], [0.028, 0.141, 0.221], [0.243, 0.088, 0.299], [-0.041, 0.013, 0.030], [0.279, 0.147, -0.066], [0.152, 0.148, 0.203], [0.302, -0.030, 0.189], [0.297, -0.006, -0.318], [0.301, 0.475, -0.206], [-0.329, 0.329, -0.001], [0.223, -0.148, -0.216], [-0.041, 0.005, 0.675], [0.289, -0.569, 0.322]], "lowdin_charge": [0.74, 1.44, 1.44, 0.28, -0.49, -0.49, -0.32, -0.43, 0.28, -0.45, -0.41, -0.42, -0.47, -1.25, 0.16, 0.03, 0.00, 0.13, -1.28, 0.07, 0.13, 0.12, 0.01, -0.08, -0.26, -0.22, -0.26, -0.07, -0.24, -0.08, 0.07, 0.08, 0.07, 0.11, 0.12, 0.09, 0.10, 0.07, 0.07, 0.07, 0.10, 0.12, 0.08, 0.06, 0.07, -0.09, -0.25, -0.23, -0.24, -0.06, -0.23, -0.08, 0.07, 0.07, 0.06, 0.11, 0.10, 0.10, 0.08, 0.06, 0.07, 0.05, 0.11, 0.11, 0.04, 0.07, 0.06, -0.06, -0.25, -0.21, -0.25, -0.07, -0.26, -0.08, 0.07, 0.04, 0.06, 0.11, 0.13, 0.10, 0.13, 0.06, 0.05, 0.10, 0.12, 0.10, 0.07, 0.06, 0.07, -0.07, -0.25, -0.19, -0.27, -0.08, -0.25, -0.08, 0.07, 0.07, 0.07, 0.11, 0.09, 0.10, 0.10, 0.07, 0.07, 0.07, 0.10, 0.11, 0.07, 0.06, 0.06, -0.08, -0.26, -0.24, -0.23, -0.08, -0.26, -0.07, 0.07, 0.07, 0.08, 0.12, 0.11, 0.11, 0.09, 0.06, 0.08, 0.07, 0.11, 0.11, 0.04, 0.06, 0.07]}

***

{"formula": "C21H23N3O4S", "method": "the ωB97M-V functional and the def2-TZVPD basis", "homo_energy_ev": -8.438, "total_energy_ev": -45646.2253, "e_lumo_ev": 0.281, "smiles": "COc1cccc(CNC(=O)c2ccc3c(c2)S(=O)(=O)N=C2CCCCCN23)c1", "symbols": ["C", "O", "C", "C", "C", "C", "C", "C", "N", "C", "O", "C", "C", "C", "C", "C", "C", "S", "O", "O", "N", "C", "C", "C", "C", "C", "C", "N", "C", "H", "H", "H", "H", "H", "H", "H", "H", "H", "H", "H", "H", "H", "H", "H", "H", "H", "H", "H", "H", "H", "H", "H"], "xyz": [[-0.997, 3.506, -1.896], [-2.238, 3.981, -2.368], [-3.385, 3.464, -1.857], [-4.572, 3.899, -2.451], [-5.785, 3.421, -2.003], [-5.841, 2.494, -0.974], [-4.671, 2.061, -0.370], [-4.721, 1.049, 0.748], [-3.537, 0.221, 0.767], [-2.707, 0.148, 1.830], [-2.995, 0.552, 2.939], [-1.374, -0.459, 1.524], [-0.711, -1.226, 2.480], [0.551, -1.736, 2.249], [1.227, -1.436, 1.058], [0.562, -0.642, 0.130], [-0.717, -0.180, 0.332], [1.455, -0.239, -1.348], [2.389, 0.811, -1.046], [0.536, -0.029, -2.424], [2.322, -1.621, -1.571], [2.835, -2.191, -0.551], [3.888, -3.229, -0.820], [5.295, -2.636, -0.686], [5.734, -2.503, 0.768], [4.785, -1.644, 1.599], [3.409, -2.281, 1.826], [2.483, -1.958, 0.752], [-3.447, 2.557, -0.806], [-0.872, 3.692, -0.825], [-0.860, 2.440, -2.105], [-0.243, 4.068, -2.444], [-4.511, 4.609, -3.260], [-6.697, 3.762, -2.467], [-6.793, 2.111, -0.638], [-4.766, 1.548, 1.723], [-5.616, 0.425, 0.643], [-3.243, -0.159, -0.118], [-1.215, -1.432, 3.412], [0.999, -2.375, 2.993], [-1.148, 0.420, -0.453], [3.736, -3.551, -1.849], [3.773, -4.087, -0.156], [6.000, -3.283, -1.210], [5.309, -1.660, -1.172], [6.729, -2.056, 0.796], [5.807, -3.496, 1.220], [4.645, -0.674, 1.117], [5.241, -1.470, 2.575], [2.991, -1.864, 2.742], [3.506, -3.365, 1.955], [-2.544, 2.239, -0.308]], "atomic_forces_ev_per_a": [[0.227, -0.084, 0.098], [-0.342, 0.092, -0.074], [-0.181, 0.017, -0.024], [0.196, 0.041, -0.009], [0.070, 0.044, -0.017], [0.054, -0.109, 0.167], [-0.169, 0.015, -0.147], [-0.156, 0.062, 0.231], [-0.179, -0.024, -0.334], [0.051, -0.182, -0.093], [0.044, 0.024, 0.246], [0.365, 0.122, -0.151], [-0.062, 0.078, -0.070], [0.081, 0.069, -0.031], [-0.501, 0.186, 0.104], [0.621, -0.127, -0.652], [-0.274, -0.044, 0.226], [0.130, -0.055, 0.492], [0.030, -0.058, 0.109], [-0.079, -0.266, 0.025], [-0.688, 0.734, -0.778], [0.199, -0.486, 0.381], [0.179, 0.076, -0.130], [0.076, -0.205, 0.205], [-0.027, 0.267, -0.149], [0.122, -0.276, 0.100], [0.362, 0.041, 0.277], [-0.094, -0.060, -0.007], [0.273, 0.098, -0.069], [-0.013, -0.007, -0.026], [-0.051, 0.022, 0.015], [-0.010, -0.065, 0.066], [0.007, 0.082, -0.113], [-0.072, 0.034, -0.060], [-0.112, -0.072, 0.027], [-0.053, -0.120, -0.126], [0.064, 0.138, 0.059], [0.074, -0.021, 0.126], [-0.033, -0.023, 0.090], [0.063, -0.051, 0.034], [-0.187, 0.100, -0.055], [-0.092, 0.000, 0.094], [-0.027, -0.057, -0.005], [-0.024, 0.051, -0.062], [0.062, 0.026, -0.083], [0.038, -0.064, 0.041], [0.048, -0.037, 0.027], [-0.013, 0.098, 0.084], [-0.039, 0.046, 0.000], [0.001, -0.107, -0.131], [-0.057, 0.067, 0.074], [0.100, -0.028, -0.003]], "nbo_charge": [-0.26, -0.51, 0.41, -0.29, -0.18, -0.24, -0.01, -0.25, -0.60, 0.66, -0.61, -0.15, -0.13, -0.25, 0.17, -0.30, -0.18, 2.30, -0.94, -0.93, -0.76, 0.53, -0.47, -0.39, -0.39, -0.42, -0.21, -0.43, -0.35, 0.17, 0.19, 0.21, 0.22, 0.21, 0.21, 0.25, 0.20, 0.40, 0.24, 0.22, 0.24, 0.25, 0.21, 0.22, 0.22, 0.22, 0.19, 0.22, 0.22, 0.23, 0.20, 0.22]}

***

{"formula": "C6H34NO11", "method": "the ωB97M-V functional and the def2-TZVPD basis", "homo_energy_ev": -5.319, "total_energy_ev": -30785.7039, "e_lumo_ev": 2.912, "total_charge": -1, "symbols": ["C", "N", "C", "C", "C", "C", "C", "O", "H", "H", "H", "H", "H", "H", "H", "H", "H", "H", "H", "H", "H", "H", "H", "H", "O", "H", "H", "O", "H", "H", "O", "H", "H", "O", "H", "H", "O", "H", "H", "O", "H", "H", "O", "H", "H", "O", "H", "H", "O", "H", "H", "O"], "xyz": [[0.761, 3.147, -1.077], [-0.124, 1.971, -0.352], [0.355, 0.607, -0.570], [-0.752, -0.496, -0.068], [-0.728, -1.910, -0.685], [0.010, -3.153, -0.060], [1.766, 0.449, 0.101], [2.582, -0.177, -0.841], [1.726, 2.989, -0.572], [0.776, 2.871, -2.193], [0.303, 4.111, -0.910], [-0.237, 2.198, 0.536], [0.529, 0.412, -1.621], [-1.654, -0.150, -0.503], [-0.915, -0.571, 1.005], [-1.745, -2.316, -0.815], [-0.351, -1.777, -1.705], [-0.455, -4.057, -0.608], [-0.245, -3.232, 1.015], [1.087, -3.256, -0.244], [1.624, -0.111, 0.967], [2.265, 1.479, 0.443], [2.142, -0.708, -4.089], [1.995, 0.065, -2.691], [1.674, -0.004, -3.594], [-2.072, 1.934, -0.827], [-3.252, 1.220, -1.437], [-3.072, 1.828, -0.724], [-2.801, -0.810, -1.719], [-3.107, 0.387, -2.862], [-3.483, -0.263, -2.226], [-0.628, 1.987, -2.778], [-0.118, 0.597, -3.365], [-0.831, 1.140, -3.351], [2.815, -1.298, -0.481], [4.104, -1.963, 0.359], [3.235, -2.271, 0.285], [2.588, -1.983, 2.886], [2.506, -2.610, 1.392], [2.089, -2.625, 2.391], [-0.411, -1.714, 3.841], [0.633, -1.422, 2.780], [0.068, -0.954, 3.336], [-4.010, 1.737, 1.136], [-3.500, 0.378, 0.895], [-3.763, 0.997, 1.597], [1.493, 2.005, 2.915], [1.836, 0.673, 3.645], [1.906, 1.626, 3.647], [-1.063, 0.610, 3.154], [-2.257, 1.297, 2.285], [-1.290, 1.117, 2.357]], "atomic_forces_ev_per_a": [[-1.095, -4.053, 0.508], [0.146, 1.213, -7.250], [0.366, -0.529, 2.319], [1.248, -0.059, -0.558], [1.319, -0.883, -0.619], [-1.204, -0.614, -0.811], [0.312, 1.691, -1.981], [0.551, -1.219, -0.107], [-0.005, 0.787, -0.855], [0.407, 0.645, 1.757], [-0.095, 0.055, 0.141], [-0.531, 0.965, 5.112], [-0.287, 0.228, 0.158], [-0.902, 1.029, 0.043], [0.391, 0.472, -0.032], [-0.095, 0.559, 0.199], [-0.010, -0.221, -0.141], [0.626, 1.138, 0.974], [0.404, -0.081, -0.542], [-0.273, 0.537, 0.311], [0.096, -1.214, 1.804], [-1.187, -1.789, -0.661], [-0.315, 0.682, 0.967], [0.962, -0.581, 0.992], [-0.238, -0.332, -1.678], [-0.993, 0.151, 0.741], [-0.688, -0.441, -0.014], [1.778, 1.355, -0.273], [-0.871, 1.491, -1.684], [0.687, -1.351, 0.453], [0.255, -0.956, 0.135], [-0.463, -2.994, -1.674], [3.906, -2.401, -0.140], [-4.166, 5.389, 1.344], [-0.015, 1.098, 0.611], [2.018, 0.464, 0.507], [-1.955, -0.515, -1.864], [0.512, 0.203, 0.079], [0.232, 0.582, 1.306], [-0.796, -0.543, -0.435], [1.387, 2.103, -1.330], [2.153, -1.848, -2.027], [-3.256, -0.727, 3.659], [-0.837, 2.875, -2.081], [0.021, 0.537, 0.318], [0.123, -3.444, 2.163], [-1.241, 0.320, -1.911], [-0.514, -0.149, -0.442], [1.623, -0.182, 2.407], [-0.252, 0.180, -0.542], [0.666, -0.498, 0.261], [0.094, 0.872, 0.384]], "nbo_charge": [-0.43, -0.67, -0.06, -0.42, -0.40, -0.61, -0.05, -0.88, 0.21, 0.18, 0.20, 0.37, 0.19, 0.18, 0.25, 0.17, 0.20, 0.18, 0.21, 0.24, 0.16, 0.11, 0.48, 0.52, -1.01, 0.50, 0.47, -1.04, 0.50, 0.50, -0.98, 0.48, 0.49, -0.98, 0.51, 0.45, -1.10, 0.44, 0.51, -1.06, 0.47, 0.50, -0.99, 0.49, 0.49, -0.94, 0.48, 0.49, -0.96, 0.50, 0.50, -1.03]}

***

Q: Number 3 is which compound?
A: C6H34NO11